27
Properties=species:S:1:pos:R:3:forces:R:3 method="wB97M-V/def2-TZVPD" gap_ha=0.0628 e_homo_ha=0.0830 lumo_energy_ev=4.0 total_charge=-2 e_tot_ev=-39116.857
N 3.843332 -1.524702 0.339833 -0.44 0.11 -0.13
P 3.130189 -0.185073 -0.456588 0.28 0.13 -0.98
O 3.516681 1.047071 0.566448 -0.14 -0.28 0.36
C 1.339756 -0.470290 -0.120922 0.56 0.04 0.26
C 0.479632 0.706702 -0.593046 0.10 -0.29 -1.28
N -0.931450 0.353615 -0.432287 0.89 0.45 1.97
C -1.163184 -0.870766 -0.026458 -0.63 0.48 -0.46
N -1.883762 -1.037958 1.089423 0.33 -0.94 -0.05
N -0.583949 -1.897660 -0.759685 -0.03 -0.58 0.95
C 0.885026 -1.701715 -0.905003 -0.05 0.45 -0.60
H 4.261462 -2.104666 -0.373339 0.21 -0.10 0.10
H 3.175485 -2.086158 0.856351 0.13 0.00 0.29
H 2.892497 1.777845 0.498711 -0.08 0.12 0.02
H 1.243788 -0.633963 0.961740 -0.22 0.04 -0.01
H 0.693840 1.660456 -0.111333 -0.37 -0.05 0.29
H 0.681142 0.862328 -1.657422 0.09 0.10 -0.06
H -1.454394 1.016493 0.216588 -1.47 1.64 0.10
H -1.890351 -0.266986 1.753626 -1.01 0.85 -0.62
H -2.552807 -1.775707 1.225655 0.05 -0.01 -0.12
H -0.806223 -2.782365 -0.327349 0.17 -0.15 0.04
H 1.098822 -1.502852 -1.958270 0.02 -0.05 -0.09
H 1.443240 -2.608310 -0.653251 -0.33 0.01 0.22
O -2.672363 1.939066 1.253970 0.67 -0.72 -0.26
P -3.533572 2.844478 0.172704 0.96 -0.59 -0.96
O -4.274114 4.022234 0.820565 0.19 -0.29 0.50
O -4.503648 1.859713 -0.544050 0.10 -0.09 0.26
O -2.435075 3.359170 -0.836612 0.02 -0.30 0.25